Entry 1:
Below is a molecular structure, H5N3S2 in a non-equilibrium geometry, with properties calculated with ωB97M-V/def2-TZVPD.

The geometry in XYZ format:
```
10
Properties=species:S:1:pos:R:3:forces:R:3
N -1.4317 0.3170 0.6341 2.9 -2.2 -1.4
N 2.1712 -0.1296 0.3574 -1.6 1.6 -0.2
N -1.6309 -0.0915 -0.7456 -1.6 2.6 0.5
S 1.7322 0.4478 -1.1346 -1.1 -1.2 0.1
S -0.5599 -1.0891 -1.3504 2.0 -0.2 -0.9
H -0.8791 -0.5804 0.9031 -1.8 2.1 1.0
H -2.2940 0.6184 1.0339 -0.7 -0.8 0.7
H 1.7693 0.4015 1.1347 0.7 -0.6 -0.3
H 2.9974 -0.6517 0.4448 0.9 -0.6 0.4
H -1.8744 0.7576 -1.2775 0.1 -0.8 0.0
```
Forces are in eV/Å.

Results
relative energy (zero: lowest compared OMol25 entry of this formula, charge and spin): 1.258 eV
M: 111.19 g mol⁻¹
HOMO (spin up / spin down): -0.285 / -0.280 Ha
calculated total energy: -963.52211 Ha



Entry 2:
Below is 4 unconnected molecules or ions with the total composition C24H27BN3O4P in a non-equilibrium geometry, with properties calculated with ωB97M-V/def2-TZVPD.

The geometry in XYZ format:
```
60
Properties=species:S:1:pos:R:3:forces:R:3
C -0.7884 0.8187 1.5585 -0.4 -0.7 -0.4
B 0.1163 -0.3579 1.0135 1.0 1.3 -0.3
O 1.5013 -0.1019 1.1882 -0.6 0.0 -0.2
C -0.1824 -1.4293 -0.1094 -0.4 -1.1 0.0
C 0.8243 -2.3009 -0.6019 -0.5 0.2 0.5
P 2.3625 -2.7302 0.3026 1.2 0.0 0.1
C 2.3303 -4.5548 0.0479 -0.5 0.0 -0.3
O 2.0350 -2.7620 1.9224 -0.7 0.4 -0.4
C 0.6471 -2.9573 -1.8262 -0.1 0.0 -0.2
C -0.5187 -2.8468 -2.5617 0.1 0.2 0.4
C -1.5927 -2.1562 -2.0042 0.5 0.1 0.4
C -1.4255 -1.5180 -0.7769 0.2 0.6 -0.2
C -2.6765 -1.0545 -0.1182 -0.5 -0.9 0.4
O -2.7967 -1.1854 1.0774 0.2 0.4 0.7
C -3.9129 -0.8322 -0.8949 0.5 0.0 -0.7
C -4.0094 -1.3748 -2.1052 -0.4 0.4 0.6
C -2.8860 -2.0880 -2.7178 0.1 0.1 -0.4
O -3.0054 -2.5620 -3.8223 -0.1 -0.4 -0.5
H -1.4673 1.0987 0.7503 -0.3 0.0 0.1
H -1.4085 0.5379 2.4036 -0.2 0.1 0.1
H -0.2191 1.7125 1.7818 0.3 0.0 0.3
H 1.7760 0.2821 0.3455 0.5 -0.2 0.0
H 2.8225 -5.0206 0.8920 0.3 0.1 0.1
H 1.3106 -4.9417 0.0253 -0.1 0.0 0.0
H 2.8238 -4.8473 -0.8737 0.1 0.0 -0.1
H 1.1009 -2.9582 2.0782 0.0 -0.2 0.2
H 1.4426 -3.5824 -2.2057 0.0 0.0 -0.1
H -0.6341 -3.3162 -3.5240 0.0 -0.1 -0.1
H -4.7413 -0.3659 -0.3953 -0.1 0.2 0.2
H -4.9343 -1.3316 -2.6526 -0.1 -0.1 -0.3
C -0.4254 -4.9537 5.9133 0.0 0.0 0.0
C -0.0546 -4.3694 4.6707 0.0 0.0 0.0
C 1.1249 -3.7005 4.8681 0.0 0.0 0.1
N 1.4766 -3.8566 6.1796 -0.1 0.0 0.0
C 0.5405 -4.6201 6.8230 0.0 0.0 0.0
H -1.2998 -5.5494 6.1136 0.0 0.0 0.0
H -0.5956 -4.4356 3.7405 0.0 0.0 0.0
H 1.7403 -3.1303 4.1952 0.1 0.0 0.0
H 2.2975 -3.4690 6.6051 0.0 0.0 0.0
H 0.6418 -4.8591 7.8675 0.0 0.0 0.0
C 1.2091 5.9590 -0.7559 0.0 0.0 0.0
C 0.3865 6.3651 0.3296 0.0 0.0 0.0
C 0.4661 5.3914 1.2893 0.0 0.0 0.0
N 1.3014 4.4129 0.8264 0.0 0.0 0.0
C 1.7619 4.7523 -0.4174 0.0 -0.1 0.0
H 1.3756 6.4916 -1.6774 0.0 0.0 0.0
H -0.1959 7.2682 0.3967 0.0 0.0 0.0
H 0.0014 5.3113 2.2568 0.0 0.0 0.0
H 1.5410 3.5740 1.3225 0.0 0.0 0.0
H 2.4405 4.1079 -0.9512 0.0 0.0 0.0
C -0.6751 4.5586 -5.7231 0.0 0.0 0.0
C 0.7242 4.8009 -5.6687 0.0 0.0 0.0
C 1.1417 4.4916 -4.4017 0.0 0.0 0.1
N 0.0515 4.0744 -3.6899 0.0 -0.1 -0.1
C -1.0585 4.1101 -4.4875 0.0 0.0 0.1
H -1.3238 4.6979 -6.5713 0.0 0.0 0.0
H 1.3506 5.1610 -6.4673 0.0 0.0 0.0
H 2.1171 4.5336 -3.9481 0.0 0.0 0.0
H 0.0671 3.7927 -2.7264 0.0 0.1 0.0
H -2.0223 3.8156 -4.1094 0.0 0.0 0.0
```
Forces are in eV/Å.

Results
M: 463.28 g mol⁻¹
HOMO: -0.303 Ha
calculated total energy: -1762.16957 Ha
structure (SMILES): CB(O)c1c(P(C)O)ccc2c1C(=O)C=CC2=O.c1cc[nH]c1.c1cc[nH]c1.c1cc[nH]c1



Entry 3:
Below is a single C3H4N2 molecule in a non-equilibrium geometry, with properties calculated with ωB97M-V/def2-TZVPD.

The geometry in XYZ format:
```
9
Properties=species:S:1:pos:R:3:forces:R:3
C -1.0243 -0.9831 -0.0369 0.0 -1.3 1.6
N -1.0982 0.2577 0.1037 2.1 1.3 -0.7
C 0.1350 1.0378 -0.0376 2.0 -2.3 -0.2
C 1.4699 0.2044 -0.0512 -2.5 0.6 0.2
N 2.2690 -0.6094 0.0432 0.7 -0.2 -0.1
H -1.9822 -1.3576 0.1756 -1.3 -1.5 -0.3
H -0.1814 -1.7350 0.0087 -0.3 1.4 -0.6
H 0.2823 1.6823 0.7886 -0.3 1.1 0.6
H 0.1299 1.5029 -0.9941 -0.2 1.0 -0.5
```
Forces are in eV/Å.

Results
relative energy (zero: lowest compared OMol25 entry of this formula, charge and spin): 1.778 eV
M: 68.08 g mol⁻¹
HOMO: -0.396 Ha
calculated total energy: -226.15984 Ha
structure (SMILES): C=NCC#N



Entry 4:
Below is a single C4H2F2O2 molecule in a non-equilibrium geometry, with properties calculated with ωB97M-V/def2-TZVPD.

The geometry in XYZ format:
```
10
Properties=species:S:1:pos:R:3:forces:R:3
O -0.0291 1.6214 -1.6760 0.8 1.7 0.7
C 0.1480 0.6722 -0.7189 -0.9 -0.1 1.7
O -0.5417 -0.5137 -0.9480 0.8 0.1 0.1
C -0.4156 -1.2459 0.1739 -0.3 0.2 1.1
F -1.0020 -2.4228 0.1332 0.1 0.0 -0.2
C 0.1956 -0.6162 1.2244 -0.8 -0.4 -1.3
C 0.5210 0.6095 0.6047 1.0 2.2 -1.0
F 1.1596 1.6311 1.2431 -0.3 -0.5 -0.3
H 0.1863 2.5883 -1.3844 -0.5 -2.9 -0.3
H 0.2680 -0.8409 2.2843 0.1 -0.3 -0.5
```
Forces are in eV/Å.

Results
relative energy (zero: lowest compared OMol25 entry of this formula, charge and spin): 0.364 eV
M: 120.05 g mol⁻¹
HOMO: -0.306 Ha
calculated total energy: -503.77190 Ha
structure (SMILES): Oc1oc(F)cc1F